Entry 1:
Density functional theory data (ωB97M-V/def2-TZVPD) for a cluster of 5 separate species, C13H30NO10P in total.

ORCA input file:
```
! RIJCOSX wB97M-V def2-TZVPD def2/J DEFGRID3
* xyz 0 1
N -0.9730 -3.3966 -0.4509
C -0.9357 -1.8822 -0.3453
C -0.8108 -1.4064 -1.7412
C 0.2565 -0.9475 -2.3949
P 1.8333 -0.5204 -1.6731
O 1.9688 -0.8157 -0.2561
O 1.8089 1.0914 -1.7691
O 3.1121 -0.8930 -2.5419
C -0.1580 -1.0147 -3.8431
O 0.5673 -1.4942 -4.6456
O -1.5416 -1.0433 -4.0388
C -1.9323 -1.1397 -2.7055
O -2.8821 -0.5684 -2.3057
H -0.2814 -3.6396 -1.1562
H -1.8545 -3.6346 -0.9014
H -1.8640 -1.6186 0.1490
H -0.0426 -1.7005 0.2395
H 0.8696 1.3636 -1.7265
H 3.6079 -1.4960 -1.9640
C -2.9149 3.1209 -0.6741
C -1.4482 2.7903 -0.4902
O -1.0547 1.7299 -1.3749
H -3.5295 2.2406 -0.4835
H -3.2218 3.9182 0.0037
H -3.1161 3.4387 -1.7012
H -1.2576 2.4528 0.5264
H -0.8244 3.6685 -0.6879
H -1.2159 2.0278 -2.2783
C 6.6407 -1.8268 -4.7948
C 7.2216 -1.2368 -3.5221
O 6.7386 0.0872 -3.3196
H 6.9027 -1.2085 -5.6536
H 7.0116 -2.8395 -4.9639
H 5.5495 -1.8593 -4.7425
H 8.3074 -1.1847 -3.5848
H 6.9566 -1.8489 -2.6521
H 5.7787 0.0382 -3.2539
C -0.7857 2.6312 4.7249
C -1.6999 2.9809 3.5660
O -1.7043 1.9453 2.5893
H 0.2326 2.4662 4.3704
H -0.7737 3.4285 5.4702
H -1.1138 1.7073 5.2071
H -1.3595 3.8916 3.0729
H -2.7241 3.1397 3.9185
H -2.0162 1.1430 3.0220
C -3.7458 -2.2150 4.6475
C -2.9337 -0.9381 4.5492
O -3.7803 0.1918 4.3205
H -4.3182 -2.3730 3.7330
H -3.0999 -3.0785 4.8119
H -4.4621 -2.1536 5.4701
H -2.2339 -0.9959 3.7147
H -2.3623 -0.7737 5.4686
H -4.3918 0.2502 5.0613
*
```

The LUMO energy is -0.879 eV. The maximum force is 3.43 eV/Å. The energy relative to the best compared isomer or geometry (same formula, charge and spin) comes out at 1.618 eV. For the HOMO energy, the calculation gives -0.3729 hartree.

Mulliken population analysis, charges in e, atoms 1 to 8:
1 N -0.7474
2 C -0.5048
3 C 0.6765
4 C 0.1195
5 P 1.0962
6 O -0.7329
7 O -0.5523
8 O -0.4110


Entry 2:
Density functional theory data (ωB97M-V/def2-TZVPD) for a cluster of 3 separate species, C13H31BBrO4 in total.

ORCA input file:
```
! RIJCOSX wB97M-V def2-TZVPD def2/J DEFGRID3
* xyz -1 1
C 7.2016 -2.9061 0.3898
C 6.4468 -1.8538 -0.4093
Br 7.6290 -1.2956 -1.8986
C 6.0847 -0.6643 0.4193
C 4.8565 -0.9710 1.2933
C 3.5837 -0.2310 0.8187
O 2.5322 -1.1780 0.7990
B 3.2318 -2.4568 0.4948
O 4.4848 -2.3227 1.2904
H 8.2506 -2.6342 0.4148
H 6.7857 -2.9891 1.3789
H 7.1407 -3.8431 -0.1466
H 5.5704 -2.2962 -0.8390
H 6.9304 -0.4095 1.0444
H 5.8353 0.1762 -0.2155
H 5.0729 -0.7214 2.3312
H 3.7108 0.1062 -0.2148
H 3.2531 0.5570 1.4847
H 3.4891 -2.4153 -0.7373
H 2.6710 -3.4920 0.8045
C -3.4392 0.1103 1.3020
C -3.4195 -1.3850 1.5793
O -2.7405 -2.1396 0.6008
C -1.3585 -1.8234 0.4308
C -0.5077 -2.0295 1.6670
H -3.8128 0.3130 0.2979
H -4.0791 0.6210 2.0248
H -2.4422 0.5464 1.3761
H -4.4435 -1.7656 1.5812
H -3.0060 -1.5852 2.5755
H -1.2494 -0.7995 0.0573
H -1.0089 -2.4840 -0.3619
H -0.7664 -1.3238 2.4612
H 0.5448 -1.8795 1.4189
H -0.6430 -3.0391 2.0608
C -6.6288 2.8440 -1.9522
C -5.6047 3.0503 -0.8477
O -4.3427 2.4793 -1.1227
C -3.6643 2.9763 -2.2603
C -3.3406 4.4593 -2.1845
H -6.7027 1.7867 -2.2096
H -7.6086 3.1961 -1.6271
H -6.3646 3.3901 -2.8594
H -5.9506 2.5575 0.0616
H -5.5028 4.1162 -0.6106
H -4.2267 2.7499 -3.1738
H -2.7373 2.4059 -2.3132
H -4.2411 5.0758 -2.2161
H -2.7111 4.7490 -3.0263
H -2.8130 4.6866 -1.2575
*
```

The LUMO energy is 2.382 eV. The maximum force is 1.37 eV/Å. For the HOMO energy, the calculation gives -0.1565 hartree.

Mulliken population analysis, charges in e, atoms 1 to 8:
1 C -1.2625
2 C 0.3067
3 Br -0.2465
4 C -1.1019
5 C 0.4593
6 C -0.8514
7 O -0.6292
8 B 0.7666


Entry 3:
Density functional theory data (ωB97M-V/def2-TZVPD) for a structure of composition C13H31CrNO2S4Si2.

ORCA input file:
```
! RIJCOSX wB97M-V def2-TZVPD def2/J DEFGRID3
* xyz -1 4
Cr 0.6298 -0.8118 0.7907
S -1.2347 -4.4997 1.3480
S 0.8255 -4.7084 1.5723
S 1.7316 -3.1317 0.6002
S 2.4535 -1.6465 1.9351
C 3.4043 1.6301 0.1016
Si 2.2114 1.3465 -1.3444
C 3.2920 1.3601 -2.9343
C 1.0329 2.8183 -1.5797
C 1.3166 -0.2759 -1.0973
Si 0.1088 -0.8415 -2.4096
C -0.5015 -2.6167 -2.1757
C 0.8658 -0.8026 -4.1479
C -1.4359 0.2987 -2.4790
H 3.9225 2.5970 0.0239
H 4.1562 0.8095 0.0623
H 2.9393 1.5387 1.0845
H 3.9570 2.2360 -2.9086
H 2.7258 1.4357 -3.8638
H 3.9144 0.4336 -3.0032
H 1.6376 3.7237 -1.6532
H 0.2999 2.9365 -0.7935
H 0.4633 2.7310 -2.5241
H 2.1140 -1.0229 -1.1493
H 0.3648 -3.2904 -2.1197
H -1.1312 -2.9352 -3.0100
H -1.0330 -2.8279 -1.2413
H 1.8584 -1.2980 -4.1128
H 1.0325 0.2087 -4.5556
H 0.1848 -1.3562 -4.8152
H -1.9559 0.4031 -1.5182
H -2.1541 -0.0867 -3.1965
H -1.1515 1.3188 -2.8270
C -1.6709 0.1463 4.3727
N -2.5348 -0.2866 3.2869
C -3.9494 0.0168 3.4153
C -1.9740 -0.9811 2.2709
C -2.8332 -1.4853 1.1459
O -0.7449 -1.1994 2.3117
H -2.1359 -0.1244 5.3168
H -1.5230 1.2262 4.3470
H -0.7099 -0.3540 4.3087
H -4.0725 1.0206 3.8144
H -4.4316 -0.6807 4.1066
H -4.4362 -0.0056 2.4600
H -3.8046 -1.8727 1.4589
H -2.2511 -2.2771 0.6832
H -2.9585 -0.6386 0.4843
C 0.8216 2.2122 1.9661
C 0.3063 1.0497 1.2178
O -0.7481 1.0298 0.5738
H 1.5332 2.7715 1.3556
H 1.3009 1.8890 2.9066
H -0.0282 2.8695 2.1386
*
```

The LUMO energy (spin up / spin down) is 2.424 / 2.439 eV. The maximum force is 0.95 eV/Å. For the HOMO energy (spin up / spin down), the calculation gives -0.1192 / -0.1197 hartree.

Mulliken population analysis, charges in e, atoms 1 to 8:
1 Cr 0.5503
2 S -0.5046
3 S -0.1258
4 S -0.1774
5 S -0.5173
6 C -1.1246
7 Si 0.2520
8 C -1.1638


Entry 4:
Density functional theory data (ωB97M-V/def2-TZVPD) for a structure of composition C13H31F3INO13PS3.

ORCA input file:
```
! RIJCOSX wB97M-V def2-TZVPD def2/J DEFGRID3
* xyz -1 1
O -1.1249 6.1060 -0.3100
S -0.7115 6.1737 -1.6862
O 0.0558 7.3204 -2.1168
N -1.8814 5.9349 -2.7762
S -3.3552 5.6790 -2.3222
O -4.1760 5.4001 -3.4670
O -3.8652 6.5469 -1.3068
S -3.4266 3.7561 -1.2259
O -2.1014 3.2539 -0.9628
O -4.3214 3.9386 -0.1141
C -4.2510 2.4267 -2.2933
F -4.9004 1.6198 -1.4623
F -5.1084 2.8916 -3.1748
F -3.3287 1.7096 -2.9186
P 0.8546 4.6646 -2.1082
O 0.0478 3.6050 -3.0511
I 1.2242 3.4750 0.0216
H 0.6167 2.8308 -3.2256
C 1.0359 -2.6248 0.2682
O -0.3468 -2.4581 0.0300
C -0.7393 -1.0918 -0.0540
C -0.8981 -0.6354 -1.4868
O 0.3394 -0.6642 -2.1909
C 0.4980 -1.8078 -3.0038
H 1.2804 -3.6671 0.0605
H 1.6414 -1.9841 -0.3780
H 1.2810 -2.4090 1.3148
H -0.0221 -0.4545 0.4732
H -1.7053 -1.0020 0.4506
H -1.2552 0.3988 -1.4960
H -1.6400 -1.2564 -1.9993
H -0.1080 -1.7283 -3.9141
H 0.2243 -2.7239 -2.4738
H 1.5485 -1.8639 -3.2904
C 7.9027 -3.6910 -0.8518
O 6.8688 -4.6526 -0.9441
C 6.0143 -4.6801 0.1872
C 4.7259 -3.9240 -0.0502
O 4.9475 -2.5374 -0.2331
C 4.9185 -2.1227 -1.5865
H 8.3363 -3.5828 -1.8449
H 7.5236 -2.7211 -0.5220
H 8.6847 -4.0253 -0.1607
H 6.5273 -4.2746 1.0655
H 5.7755 -5.7289 0.3894
H 4.0876 -4.0333 0.8327
H 4.1916 -4.3440 -0.9090
H 3.8891 -2.0911 -1.9604
H 5.5124 -2.7827 -2.2238
H 5.3333 -1.1171 -1.6274
C -3.1611 1.0357 2.1312
O -3.7443 -0.1915 2.5507
C -2.9513 -0.9155 3.4700
C -3.4265 -0.7349 4.8961
O -3.2765 0.5985 5.3491
C -4.4655 1.3633 5.2790
H -3.9306 1.6261 1.6368
H -2.7707 1.6078 2.9750
H -2.3594 0.8524 1.4106
H -1.8981 -0.6254 3.3863
H -3.0298 -1.9764 3.2080
H -2.8246 -1.3710 5.5536
H -4.4716 -1.0533 4.9797
H -5.1576 1.0792 6.0808
H -4.9647 1.2456 4.3151
H -4.1885 2.4081 5.4073
*
```

The LUMO energy is 2.100 eV. The maximum force is 1.19 eV/Å. For the HOMO energy, the calculation gives -0.2216 hartree.

Mulliken population analysis, charges in e, atoms 1 to 8:
1 O -0.5103
2 S 0.9104
3 O -0.6647
4 N -0.3854
5 S 0.9744
6 O -0.6382
7 O -0.5437
8 S 1.0052


Entry 5:
Density functional theory data (ωB97M-V/def2-TZVPD) for a cluster of 3 separate species, C13H32BN3O6 in total.

ORCA input file:
```
! RIJCOSX wB97M-V def2-TZVPD def2/J DEFGRID3
* xyz 0 1
O -5.2067 -1.6781 -3.4194
C -4.1441 -1.5950 -3.8725
N -3.0139 -1.4732 -4.3215
B -2.6623 -0.2373 -5.0211
O -1.3586 0.1825 -4.9972
H -3.4840 0.3754 -5.6405
H -1.1835 0.7169 -4.2054
C 3.9606 -1.0845 -0.2877
O 3.5320 0.1578 0.2328
C 4.3682 1.2625 -0.0923
C 3.6724 2.2106 -1.0440
N 3.5261 1.6211 -2.3676
C 2.6574 2.3682 -3.2724
C 1.1883 2.4976 -2.8888
O 0.4775 1.2727 -2.9189
C 0.5821 0.4749 -1.7444
H 3.3262 -1.8539 0.1497
H 3.8633 -1.1325 -1.3777
H 5.0007 -1.2902 -0.0173
H 5.3226 0.9234 -0.5056
H 4.5757 1.7943 0.8406
H 4.2612 3.1289 -1.1289
H 2.7058 2.4703 -0.5890
H 3.1558 0.6849 -2.2707
H 2.7005 1.8737 -4.2456
H 3.0748 3.3712 -3.4079
H 0.7100 3.1404 -3.6326
H 1.0533 2.9916 -1.9188
H 0.6958 1.0863 -0.8474
H 1.4179 -0.2246 -1.8220
H -0.3234 -0.1159 -1.6606
C -4.3986 -2.1652 3.4355
O -3.9163 -0.8457 3.5843
C -3.0229 -0.6607 4.6748
C -1.6195 -0.3739 4.1885
N -1.0222 -1.5521 3.5762
C 0.2348 -1.3033 2.8784
C 0.2151 -0.3826 1.6652
O -0.4946 -0.9002 0.5517
C -1.8903 -0.6719 0.5592
H -5.1745 -2.1411 2.6723
H -3.6145 -2.8599 3.1140
H -4.8352 -2.5364 4.3677
H -3.0351 -1.5280 5.3417
H -3.3789 0.2042 5.2416
H -1.0038 -0.0641 5.0384
H -1.6842 0.4742 3.4920
H -1.6822 -1.9492 2.9198
H 0.6147 -2.2729 2.5461
H 0.9591 -0.9099 3.5989
H 1.2496 -0.2664 1.3289
H -0.1466 0.6247 1.9090
H -2.1451 0.2667 1.0589
H -2.4391 -1.4913 1.0315
H -2.2214 -0.6149 -0.4798
*
```

The LUMO energy is 0.567 eV. The maximum force is 0.82 eV/Å. For the HOMO energy, the calculation gives -0.3216 hartree.

Mulliken population analysis, charges in e, atoms 1 to 8:
1 O -0.4194
2 C 0.7636
3 N -0.4245
4 B 0.3355
5 O -0.5054
6 H -0.0815
7 H 0.3170
8 C -0.8230